No. 1
Here is C19H23CaF5NP as an isolated structure in a non-equilibrium geometry from the OMol25 dataset. Energies are from ωB97M-V with the def2-TZVPD basis set.

Each line ends with the Mulliken charge.
CARTESIAN COORDINATES (ANGSTROEM)
C (-2.50, 0.70, -3.50)  -0.7394
C (-2.31, -0.52, -2.87)  -1.0311
C (-1.59, -0.57, -1.64)  0.5263
C (-1.14, 0.59, -1.12)  0.8373
C (-1.26, 1.79, -1.73)  0.8542
C (-1.97, 1.87, -2.95)  -0.9243
C (-1.39, -1.92, -0.96)  -0.3658
C (0.08, -2.40, -0.78)  -1.0349
N (1.13, -1.36, -0.55)  0.4581
Ca (0.30, 0.38, 0.62)  -0.1263
C (-0.56, 3.04, -1.17)  -1.1175
P (1.14, 2.48, -0.63)  0.6523
H (-2.70, -1.44, -3.31)  0.4287
H (-2.09, 2.83, -3.46)  0.4156
H (-3.05, 0.75, -4.45)  0.3650
H (-1.08, 3.41, -0.26)  0.4158
H (-0.47, 3.86, -1.88)  0.4482
H (-1.84, -1.87, 0.04)  0.0118
H (-1.91, -2.72, -1.50)  0.5463
H (0.11, -3.08, 0.07)  0.5347
C (1.82, 3.75, 0.43)  -1.1552
C (2.09, 2.50, -2.14)  -1.5575
H (0.40, -2.96, -1.67)  0.4663
C (1.68, -0.90, -1.83)  -1.3159
C (2.22, -1.92, 0.29)  -1.2174
H (-0.38, 1.69, 1.45)  0.0283
H (2.17, -1.75, -2.34)  0.4075
H (0.87, -0.52, -2.46)  0.3431
H (2.43, -0.11, -1.66)  0.3416
H (2.76, -2.68, -0.33)  0.3664
H (2.92, -1.15, 0.62)  0.3300
H (1.78, -2.43, 1.15)  0.3753
H (2.11, 3.53, -2.53)  0.4547
H (3.13, 2.16, -1.96)  0.3930
H (1.64, 1.84, -2.90)  0.3260
H (1.98, 4.67, -0.15)  0.4145
H (1.15, 3.95, 1.28)  0.3297
H (2.79, 3.41, 0.84)  0.3475
H (1.51, 0.48, 1.78)  -0.2410
F (-1.39, -3.34, 1.61)  -0.3942
C (-1.16, -2.41, 2.65)  -0.0018
C (-0.64, -1.18, 2.50)  -0.1990
C (-0.49, -0.43, 3.62)  0.8804
F (0.03, 0.88, 3.63)  -0.3092
C (-0.86, -0.87, 4.93)  -0.2341
F (-0.71, -0.11, 6.01)  -0.2949
C (-1.40, -2.16, 5.04)  0.9104
F (-1.76, -2.63, 6.24)  -0.3217
C (-1.55, -2.95, 3.90)  -0.3257
F (-2.07, -4.18, 4.02)  -0.3019

Calculated values
- ΔE to the lowest compared entry with this formula, charge and spin: 586.7 kJ/mol
- HOMO level (alpha / beta): -8.075 / -7.428 eV

No. 2
Here is one molecule with the formula C4H6N2O2 in a non-equilibrium geometry from the OMol25 dataset. Energies are from ωB97M-V with the def2-TZVPD basis set.

Each line ends with the Mulliken charge.
CARTESIAN COORDINATES (ANGSTROEM)
H (-3.49, -0.49, 0.11)  0.2987
N (-2.67, -1.06, 0.14)  -0.7128
C (-1.80, -0.07, 0.03)  0.2807
O (-2.21, 1.15, -0.09)  -0.5355
C (-0.16, 0.07, 0.12)  0.4364
N (0.19, 1.28, 0.16)  -0.3141
O (1.58, 1.36, 0.15)  -0.3253
C (2.13, 0.00, -0.04)  -0.4103
C (0.96, -0.90, -0.06)  -0.3084
H (-1.61, 1.91, -0.06)  0.4804
H (2.82, -0.08, 0.66)  0.3213
H (2.58, 0.03, -1.05)  0.2197
H (0.82, -1.57, -0.88)  0.3220
H (0.84, -1.64, 0.80)  0.2472

Calculated values
- ΔE to the lowest compared entry with this formula, charge and spin: 371.7 kJ/mol
- SMILES: [H]/N=C(\O)C1=NOCC1
- HOMO level: -9.766 eV

No. 3
Here is one molecule with the formula C5H11NO in a non-equilibrium geometry from the OMol25 dataset. Energies are from ωB97M-V with the def2-TZVPD basis set.

Each line ends with the Mulliken charge.
CARTESIAN COORDINATES (ANGSTROEM)
C (1.14, 1.95, -0.75)  -0.8261
N (-0.02, 1.52, 0.09)  -0.3127
C (-0.88, 0.43, -0.50)  -0.8035
C (-0.13, -0.79, -0.71)  -0.6617
C (0.34, -1.37, 0.69)  -0.4075
C (-0.68, -2.03, 1.63)  0.0275
O (-0.65, -1.91, 2.88)  -0.5167
H (1.08, 1.36, -1.74)  0.2481
H (1.06, 3.01, -0.77)  0.3294
H (2.09, 1.72, -0.31)  0.2375
H (-0.66, 2.26, 0.34)  0.2395
H (-1.19, 0.85, -1.49)  0.3622
H (-1.73, 0.25, 0.16)  0.4055
H (-0.75, -1.61, -1.17)  0.4594
H (0.76, -0.93, -1.24)  0.3047
H (0.28, -0.36, 1.15)  0.2064
H (1.39, -1.77, 0.75)  0.4465
H (-1.44, -2.59, 0.99)  0.2616

Calculated values
- ΔE to the lowest compared entry with this formula, charge and spin: 296.8 kJ/mol
- SMILES: CNCCCC=O
- HOMO level: -8.825 eV

No. 4
Here is a 2-piece molecular cluster, C3H3ClF3NO overall in a non-equilibrium geometry from the OMol25 dataset. Energies are from ωB97M-V with the def2-TZVPD basis set.

Each line ends with the Mulliken charge.
CARTESIAN COORDINATES (ANGSTROEM)
C (-0.45, -1.24, -0.90)  0.6290
C (1.82, -0.17, 0.81)  -0.0196
C (-0.20, -1.77, 0.44)  0.3068
N (-1.12, -0.06, -0.90)  -0.3969
O (-0.05, -1.80, -1.91)  -0.5799
F (1.21, 1.01, 0.65)  -0.2033
F (-0.96, -1.41, 1.48)  -0.2301
F (0.30, -2.98, 0.64)  -0.2312
Cl (2.90, -0.60, -0.41)  -0.0822
H (2.08, -0.38, 1.84)  0.3547
H (-1.26, 0.48, -0.06)  0.2198
H (-1.21, 0.42, -1.78)  0.2329

Calculated values
- ΔE to the lowest compared entry with this formula, charge and spin: 228.0 kJ/mol
- HOMO level (alpha / beta): -8.804 / -8.819 eV

No. 5
Here is C42H28BrN9O10S2Sc as an isolated structure in a non-equilibrium geometry from the OMol25 dataset. Energies are from ωB97M-V with the def2-TZVPD basis set.

Each line ends with the Mulliken charge.
CARTESIAN COORDINATES (ANGSTROEM)
Sc (11.63, 13.82, 12.79)  -1.2229
Br (14.92, 20.01, 15.62)  -0.2179
C (14.53, 18.23, 15.12)  -0.2709
C (15.37, 17.56, 14.24)  -0.3471
C (15.09, 16.27, 13.81)  -0.7849
C (13.83, 15.70, 14.10)  0.0316
O (13.41, 14.54, 13.60)  0.2713
C (12.90, 16.44, 14.94)  0.4268
C (11.51, 16.12, 15.05)  -0.3018
N (10.97, 14.93, 14.72)  0.8538
C (9.74, 14.56, 15.20)  0.9460
C (9.00, 15.39, 16.09)  -1.0423
C (7.66, 15.10, 16.43)  -0.8201
C (7.10, 13.88, 16.18)  -0.8611
C (7.79, 12.92, 15.35)  0.3170
C (7.38, 11.59, 15.16)  -0.5044
C (8.12, 10.76, 14.33)  -1.2231
C (9.35, 11.26, 13.92)  0.2435
N (9.83, 12.49, 14.10)  0.5877
C (9.12, 13.31, 14.90)  0.0870
C (13.28, 17.71, 15.40)  -0.8982
H (16.28, 18.03, 13.85)  0.4254
H (15.75, 15.59, 13.26)  0.2598
H (10.87, 16.92, 15.41)  0.5873
H (9.55, 16.23, 16.55)  0.4763
H (7.04, 15.88, 16.99)  0.2941
H (6.19, 13.54, 16.60)  0.4293
H (6.41, 11.20, 15.50)  0.3468
H (7.86, 9.72, 14.29)  0.4062
H (9.98, 10.62, 13.30)  0.1736
H (12.64, 18.27, 16.06)  0.4879
N (9.40, 13.93, 8.87)  -0.3224
C (9.85, 13.56, 10.06)  0.2116
S (9.15, 14.23, 11.47)  -0.5546
N (10.80, 12.63, 10.04)  -1.2903
N (11.32, 12.26, 11.19)  2.2644
C (12.10, 11.14, 11.13)  0.8214
C (11.91, 10.16, 10.03)  -1.1514
C (10.75, 9.47, 9.96)  0.1398
C (10.31, 8.66, 8.88)  -1.1885
C (11.14, 8.63, 7.80)  -0.3707
C (12.38, 9.41, 7.78)  -0.8447
C (12.73, 10.13, 8.90)  -0.2812
C (12.83, 10.92, 12.32)  0.1201
C (13.45, 9.69, 12.62)  -1.1297
C (14.14, 9.60, 13.81)  -0.6662
C (14.13, 10.66, 14.69)  -1.1170
C (13.38, 11.80, 14.38)  -0.5114
N (12.78, 11.94, 13.21)  1.7279
H (8.72, 14.69, 8.84)  0.2730
H (9.78, 13.53, 8.00)  0.2457
H (10.12, 9.52, 10.87)  0.2204
H (9.45, 8.05, 8.97)  0.4818
H (10.96, 8.10, 6.89)  0.3980
H (13.04, 9.39, 6.89)  0.4103
H (13.61, 10.76, 8.83)  0.7875
H (13.50, 8.86, 11.93)  0.5562
H (14.82, 8.75, 13.96)  0.3598
H (14.67, 10.72, 15.64)  0.4485
H (13.39, 12.66, 15.02)  0.5669
O (18.97, 13.20, 5.00)  -0.5286
C (17.65, 12.91, 4.91)  0.4084
O (17.12, 12.74, 3.83)  -0.5910
C (16.90, 12.91, 6.20)  0.8133
C (17.55, 13.05, 7.46)  -0.9508
C (16.84, 13.17, 8.66)  -0.7577
C (15.45, 12.91, 8.62)  0.6872
S (15.23, 13.32, 11.15)  -0.1779
C (14.82, 12.64, 7.39)  -0.2278
C (15.55, 12.75, 6.18)  -0.9111
H (19.33, 13.65, 5.80)  0.3542
H (18.58, 13.16, 7.50)  0.2659
H (17.32, 13.38, 9.61)  0.4889
H (13.74, 12.41, 7.35)  0.6073
H (15.11, 12.83, 5.16)  0.3591
O (14.97, 18.64, 7.35)  -0.6389
N (13.78, 18.34, 7.47)  0.9967
O (12.86, 18.70, 6.76)  -0.6463
C (13.46, 17.46, 8.52)  -0.1492
C (14.54, 16.78, 9.07)  -0.6531
C (14.23, 15.79, 10.07)  -0.2575
C (12.92, 15.55, 10.45)  -0.1287
O (12.54, 14.50, 11.11)  2.2578
C (11.97, 16.58, 10.13)  -0.8075
C (12.18, 17.35, 8.98)  -1.0774
N (10.79, 16.59, 10.94)  0.8323
O (9.77, 16.97, 10.38)  -0.6088
O (10.86, 16.32, 12.19)  -0.4463
N (15.27, 14.96, 10.46)  0.6514
O (16.40, 15.50, 10.49)  -0.8950
O (14.57, 12.79, 9.64)  -0.1521
H (15.56, 16.91, 8.73)  0.5750
H (11.31, 17.91, 8.61)  0.5461

Calculated values
- ΔE to the lowest compared entry with this formula, charge and spin: 348.9 kJ/mol
- Charge: -1
- HOMO level (alpha / beta): -2.806 / -2.808 eV

No. 6
Here is a 2-piece molecular cluster, C3H11N2O2 overall in a non-equilibrium geometry from the OMol25 dataset. Energies are from ωB97M-V with the def2-TZVPD basis set.

Each line ends with the Mulliken charge.
CARTESIAN COORDINATES (ANGSTROEM)
N (0.27, 1.99, 0.71)  -0.3646
C (-0.75, 1.07, 0.10)  0.3450
C (-0.78, 1.09, -1.37)  -1.7439
C (-0.33, -0.36, 0.56)  0.6767
N (-0.86, -1.46, -0.09)  -0.3679
O (0.42, -0.45, 1.55)  -0.7108
H (0.94, 1.38, 1.40)  0.4316
H (-0.05, 2.77, 1.39)  0.3861
H (0.71, 2.46, -0.05)  0.3375
H (-1.79, 1.38, 0.50)  0.1869
H (-0.86, 2.05, -1.88)  0.4345
H (-1.51, 0.50, -1.71)  0.5076
H (0.14, 0.71, -1.93)  0.3868
H (-0.46, -2.39, 0.21)  0.3048
H (-1.32, -1.37, -0.96)  0.1823
H (1.48, -2.69, -0.80)  0.2734
H (2.26, -1.33, -1.16)  0.2605
O (1.55, -1.80, -0.93)  -0.5266

Calculated values
- ΔE to the lowest compared entry with this formula, charge and spin: 248.3 kJ/mol
- Charge: +1
- HOMO level: -14.237 eV